1.
An isolated ion of composition C5H12N3 and charge +1, computed with wB97M-V/def2-TZVPD.

Computed properties:
- Molecular weight: 114.2 g mol⁻¹
- Highest occupied orbital energy: -13.97 eV
- Energy relative to the best compared isomer or geometry (same formula, charge and spin): 55.4 kcal per mole
- Electronic energy: -9841.8076 eV
- Structure (SMILES): C=C(C)[N@H+](C)/N=C/N
- Gap between HOMO and LUMO: 10.9539 eV

```
! RIJCOSX wB97M-V def2-TZVPD def2/J DEFGRID3
* xyz 1 1
C -1.8830 0.5537 -1.3881
C 2.0489 -0.0155 -0.4270
C -1.1904 0.4284 -0.2738
C -1.3483 1.2410 0.9693
C -0.5921 -1.7139 0.7074
N 1.0392 -0.0189 0.3623
N 3.2115 0.5357 -0.1320
N -0.1414 -0.6049 -0.1532
H -1.7333 -0.0683 -2.2540
H -2.6536 1.2993 -1.4634
H 1.9813 -0.4825 -1.4266
H -2.2471 0.9511 1.5135
H -1.4427 2.2965 0.7189
H -0.4845 1.1204 1.6181
H 0.1542 -2.5068 0.7156
H -0.7163 -1.3396 1.7218
H -1.5404 -2.0998 0.3395
H 3.9933 0.4807 -0.7609
H 3.3322 0.9787 0.7642
H 0.2126 -1.0355 -1.1517
*
```

Here are the Mulliken charges for atoms 1 to 8, given in e: -0.995 -0.006 0.762 -1.274 -0.870 -0.796 -0.294 0.522

2.
CH2Cl2 as an isolated structure, computed with wB97M-V/def2-TZVPD.

Computed properties:
- Molecular weight: 84.9 g mol⁻¹
- Highest occupied orbital energy: -10.69 eV
- Energy relative to the best compared isomer or geometry (same formula, charge and spin): 6.3 kcal per mole
- Electronic energy: -26113.9638 eV
- Gap between HOMO and LUMO: 11.6436 eV

```
! RIJCOSX wB97M-V def2-TZVPD def2/J DEFGRID3
* xyz 0 1
C -0.1568 0.0883 0.0226
Cl 1.4302 0.2909 0.8360
Cl 0.1169 -1.3284 -0.9270
H -1.0496 -0.0373 0.6353
H -0.3407 0.9865 -0.5668
*
```

So, what does the Mulliken scheme give us? The charges, in e, come out as: -0.207 -0.156 -0.137 0.264 0.237

3.
C24H49Cl2InO11PS5 as an isolated structure, computed with wB97M-V/def2-TZVPD.

Computed properties:
- Molecular weight: 890.7 g mol⁻¹
- Highest occupied orbital energy: -3.91 eV
- Electronic energy: -141884.5330 eV
- Gap between HOMO and LUMO: 5.7674 eV

```
! RIJCOSX wB97M-V def2-TZVPD def2/J DEFGRID3
* xyz -1 1
C 1.2526 -1.1504 1.0587
C 0.6062 -1.5569 -0.4301
Cl 1.3484 -0.7938 -1.9920
C -0.5675 -2.5163 -0.5083
Cl -1.2833 -2.9034 -2.2032
In -1.4128 -3.4234 1.4398
P -3.5406 -2.1203 1.9278
C -4.3428 -1.7495 0.2317
O -3.0092 -0.5694 2.5682
H 2.0747 -1.9349 1.3897
H 0.4164 -1.0353 1.8890
H 1.8331 -0.1085 0.9858
H -0.2079 -3.3031 2.7732
H -1.8676 -5.1556 1.2551
H -3.6935 -0.9992 -0.4246
H -4.3829 -2.7537 -0.4100
H -5.4152 -1.2474 0.3373
H -2.1655 -0.3683 2.0289
C -3.3391 -5.9181 -6.6862
C -2.3316 -5.0495 -5.9343
C -2.8654 -4.8507 -4.5167
S -3.8643 -6.2866 -4.1530
O -5.2415 -5.8646 -4.0067
O -3.1911 -7.0959 -3.1568
C -3.6783 -7.0646 -5.7454
H -2.9331 -6.2828 -7.6342
H -4.2402 -5.3331 -6.9057
H -1.3639 -5.5642 -5.8953
H -2.1725 -4.0891 -6.4345
H -2.0542 -4.7785 -3.7879
H -3.5057 -3.9668 -4.4504
H -4.5983 -7.5852 -6.0167
H -2.8494 -7.7753 -5.6758
C 1.9995 -3.7369 6.3193
C 3.2924 -4.5443 6.2138
C 3.5937 -4.7358 4.7283
S 2.8669 -3.3374 3.8869
O 1.7944 -3.8159 3.0401
O 3.9230 -2.4783 3.3898
C 2.1503 -2.5864 5.3353
H 1.8285 -3.3752 7.3374
H 1.1470 -4.3652 6.0349
H 4.1100 -3.9872 6.6872
H 3.2112 -5.5074 6.7275
H 4.6693 -4.7569 4.5355
H 3.1274 -5.6451 4.3394
H 1.2011 -2.1124 5.0798
H 2.8566 -1.8388 5.7088
C 1.4609 3.8336 -1.2453
C 2.4684 4.7022 -0.4934
C 1.9346 4.9010 0.9242
S 0.9357 3.4651 1.2879
O -0.4415 3.8871 1.4342
O 1.6089 2.6558 2.2841
C 1.1217 2.6871 -0.3045
H 1.8669 3.4689 -2.1933
H 0.5598 4.4186 -1.4648
H 3.4361 4.1875 -0.4544
H 2.6275 5.6626 -0.9936
H 2.7458 4.9732 1.6531
H 1.2943 5.7849 0.9905
H 0.2017 2.1665 -0.5758
H 1.9506 1.9764 -0.2349
C 1.2517 6.9107 6.3575
C 0.3068 7.4796 5.3002
C 1.1543 8.2730 4.3070
S 2.7775 7.5270 4.3275
O 3.7189 8.4870 4.8643
O 3.0021 6.8392 3.0717
C 2.4230 6.3183 5.5881
H 0.7586 6.1587 6.9804
H 1.6020 7.7172 7.0127
H -0.1967 6.6558 4.7799
H -0.4694 8.1084 5.7474
H 0.7432 8.2206 3.2956
H 1.2574 9.3175 4.6137
H 3.3060 6.1552 6.2083
H 2.1360 5.3882 5.0886
C 0.0258 0.2730 -5.4105
C -0.2140 1.4742 -6.3238
C -1.5352 1.2386 -7.0540
S -2.5242 0.2107 -5.9784
O -2.7182 -1.0732 -6.6186
O -3.6277 0.9912 -5.4552
C -1.2965 0.0244 -4.7002
H 0.8355 0.4592 -4.6989
H 0.2985 -0.6013 -6.0135
H -0.2852 2.3852 -5.7172
H 0.6087 1.6149 -7.0318
H -2.0620 2.1769 -7.2451
H -1.3829 0.6988 -7.9927
H -1.3659 -0.9706 -4.2575
H -1.4854 0.7890 -3.9408
*
```

Here are the Mulliken charges for atoms 1 to 8, given in e: -0.522 0.389 -0.230 -0.378 -0.180 0.405 0.061 -0.586

4.
One molecule with the formula CH2P2S3, computed with wB97M-V/def2-TZVPD.

Computed properties:
- Molecular weight: 172.2 g mol⁻¹
- Highest occupied orbital energy: -9.37 eV
- Energy relative to the best compared isomer or geometry (same formula, charge and spin): 29.5 kcal per mole
- Electronic energy: -52152.4201 eV
- Gap between HOMO and LUMO: 7.2874 eV

```
! RIJCOSX wB97M-V def2-TZVPD def2/J DEFGRID3
* xyz 0 1
C -0.3787 0.4038 0.1474
P 1.4771 0.1056 0.1274
P -1.2405 -0.6739 -1.1958
S 2.1341 -1.2647 1.4353
S 2.3950 1.2336 -1.1962
S -2.8541 -1.4124 -0.3928
H -0.8567 0.2896 1.1917
H -0.6761 1.3184 -0.1170
*
```

So, what does the Mulliken scheme give us? The charges, in e, come out as: -0.758 0.469 0.273 -0.264 -0.262 -0.219 0.342 0.418